Computed, not measured: a 2-piece molecular cluster, C16H11F4O6S overall in a non-equilibrium geometry, with ωB97M-V/def2-TZVPD.

Last column: natural (NBO) charge in e.
Atoms and positions in Å:
1 F -0.455615 0.717414 3.559500  -0.2763
2 C -1.016054 1.772472 2.943693  0.2648
3 C -0.275308 2.727137 2.320756  0.3447
4 F 0.997924 2.975781 2.661025  -0.2784
5 C -0.851357 3.630024 1.315162  0.4127
6 O -0.188974 4.271401 0.497876  -0.4280
7 C -2.302681 3.772850 1.461346  0.2877
8 F -2.876279 4.696081 0.672299  -0.2842
9 C -3.044554 2.963923 2.249307  0.2776
10 F -4.376860 3.122724 2.363363  -0.2858
11 C -2.474119 1.846989 3.003202  0.4083
12 O -3.144681 1.120113 3.739914  -0.4615
13 C 4.226813 -1.221439 2.111291  -0.6197
14 C 3.248803 -0.131857 1.758000  -0.0677
15 O 2.065624 -0.835402 1.305372  -0.5480
16 C 1.115297 -0.067781 0.702727  0.7414
17 C 0.061636 -0.963100 0.283468  -0.9357
18 S -1.183104 -0.596980 -0.824678  2.1930
19 C -0.859149 -1.481642 -2.389326  -0.3019
20 C -0.174512 -0.877286 -3.457177  -0.1413
21 C -0.055360 -1.539396 -4.688311  -0.2451
22 C -0.570114 -2.829460 -4.850658  -0.2290
23 C -1.197149 -3.458140 -3.771704  -0.2271
24 C -1.328951 -2.791549 -2.546835  -0.2028
25 O -2.361497 -1.246328 -0.294148  -0.9857
26 O -1.179160 0.784537 -1.222713  -0.9699
27 O 1.211631 1.155210 0.590843  -0.7124
28 H 5.120630 -0.799067 2.572058  0.1959
29 H 3.755658 -1.956871 2.771889  0.2094
30 H 4.513009 -1.751531 1.196009  0.2047
31 H 3.006567 0.513623 2.615029  0.1747
32 H 3.643299 0.483073 0.943155  0.1851
33 H 0.124860 -1.991142 0.628879  0.2298
34 H 0.261659 0.112316 -3.327679  0.2286
35 H 0.440845 -1.035085 -5.518274  0.2036
36 H -0.473154 -3.341262 -5.808524  0.2012
37 H -1.603111 -4.465417 -3.866161  0.2030
38 H -1.802512 -3.284932 -1.699975  0.2343

Forces on atoms 1 to 3 (eV/Å):
F -0.2459 1.1303 0.0678
C 1.5011 -0.4403 -0.6583
C 0.8510 -0.8236 1.2825

Its charge is -1. For the HOMO energy, the calculation gives -4.10 eV. The calculation puts the total energy at -1865.359099 Ha. For the frontier orbital gap, the calculation gives 4.639 eV. The calculation puts the energy above the lowest of the compared OMol25 structures with the same formula, charge and spin at 0.3732 eV. As for the LUMO energy: 0.0197 Ha.